Density functional theory data (ωB97M-V/def2-TZVPD) for C32H29BrI2N10O3STa as an isolated structure.

LUMO level ... -0.149 hartree
Gap between HOMO and LUMO ... 0.2453 Ha
Total energy ... -153326.4856 eV
Highest occupied orbital energy ... -10.73 eV
Charge ... +1
Energy above the lowest of the compared OMol25 structures with the same formula, charge and spin ... 18.1 kcal per mole

Atoms and positions in Å:
Ta (0.35646, -0.35362, 0.55078)
C (-2.21041, 4.94770, -0.51266)
C (-2.94035, 3.61451, -0.57973)
N (-2.37916, 2.71848, -1.59835)
C (-3.00557, 2.80927, -2.92967)
C (-4.13515, 1.80463, -3.08154)
C (-1.38217, 1.88472, -1.35541)
S (-0.60175, 2.01249, 0.18966)
N (-1.03299, 1.10801, -2.42212)
C (-0.12997, 0.19026, -2.42770)
O (0.51956, -0.23892, -1.36055)
C (0.24014, -0.46590, -3.69080)
C (1.48379, -1.08065, -3.81008)
C (1.83352, -1.69690, -4.99958)
C (0.93772, -1.71398, -6.06029)
C (-0.30389, -1.10120, -5.94102)
C (-0.65151, -0.46700, -4.76171)
H (-2.67355, 5.58408, 0.24167)
H (-2.25560, 5.46928, -1.46931)
H (-1.16492, 4.80595, -0.24033)
H (-3.98731, 3.75941, -0.84600)
H (-2.91030, 3.10544, 0.38195)
H (-2.23984, 2.65344, -3.68288)
H (-3.37385, 3.83066, -3.02314)
H (-3.75011, 0.78715, -3.01519)
H (-4.61859, 1.93162, -4.04983)
H (-4.89179, 1.93750, -2.30719)
H (2.16933, -1.06199, -2.97562)
H (2.80489, -2.16318, -5.09978)
H (1.20868, -2.20313, -6.98677)
H (-0.99890, -1.11890, -6.76950)
H (-1.61278, 0.01625, -4.65286)
O (1.18116, -1.83758, 1.36244)
C (1.94322, -2.08143, 2.45536)
C (2.98390, -2.98977, 2.38398)
C (3.76514, -3.20491, 3.50635)
C (3.50894, -2.52133, 4.68996)
C (2.45785, -1.62609, 4.75444)
C (1.65500, -1.39841, 3.63813)
C (0.49233, -0.52146, 3.69020)
N (-0.14955, 0.03446, 2.65985)
C (-1.25379, 0.69065, 3.17037)
C (-1.27492, 0.53540, 4.51213)
N (-0.16651, -0.22006, 4.81978)
H (3.16270, -3.50647, 1.45120)
H (4.58555, -3.90813, 3.45777)
H (4.13177, -2.68510, 5.55792)
H (2.27894, -1.08184, 5.67396)
H (-1.92448, 1.23707, 2.53197)
H (-1.95307, 0.89688, 5.26319)
H (0.07055, -0.57652, 5.73045)
I (2.70958, 1.00908, 0.96351)
Br (-0.38314, -3.55200, -1.25482)
C (1.43267, -3.90468, -1.72204)
C (1.69155, -4.92375, -2.62635)
C (3.01743, -5.15107, -2.94888)
C (4.00253, -4.36706, -2.36160)
C (3.61616, -3.38388, -1.46899)
N (2.33880, -3.15029, -1.14856)
H (0.88801, -5.50455, -3.05382)
H (3.27811, -5.93322, -3.64954)
H (5.04864, -4.51720, -2.58794)
H (4.34812, -2.74658, -0.98573)
I (-1.07507, 7.29844, 3.44870)
C (-0.05185, 5.53191, 3.19462)
C (1.30823, 5.35253, 3.11146)
N (1.49748, 4.03002, 2.93042)
N (0.35405, 3.33937, 2.87660)
C (-0.59597, 4.24377, 3.04480)
H (2.12499, 6.05124, 3.16750)
H (2.36350, 3.54374, 2.76578)
H (-1.63598, 3.95716, 3.04377)
O (-1.50769, -0.88209, 0.45180)
N (-2.77715, -1.17857, 0.68953)
C (-2.97261, -1.89453, 1.73522)
C (-1.94043, -2.33109, 2.64118)
N (-1.13465, -2.69277, 3.37399)
C (-4.33261, -2.25265, 2.03655)
N (-5.41104, -2.53214, 2.30895)

Atomic partial charges in e from the Mulliken method, atoms 1 to 8: Ta -1.1282; C -0.9214; C -0.9045; N 0.2094; C -0.6498; C -1.1483; C -0.0040; S 0.2141